95
Properties=species:S:1:pos:R:3 method="wB97M-V/def2-TZVPD" spin_multiplicity=1 e_above_lowest_kj_mol=134.6 charge=+3
W 0.795 0.534 0.487
C 2.161 2.836 0.649
C 3.229 2.930 1.740
C 3.475 1.710 2.631
Sb 1.871 0.226 2.893
C 0.318 0.826 4.304
C 0.619 1.222 5.603
C -0.411 1.565 6.472
C -1.732 1.520 6.051
C -2.034 1.112 4.761
C -1.015 0.754 3.892
C 2.848 -1.177 4.164
C 2.071 -1.917 5.044
C 2.686 -2.788 5.927
C 4.067 -2.909 5.929
C 4.833 -2.172 5.042
C 4.225 -1.310 4.145
Sb 0.105 2.836 1.628
C -1.733 3.644 0.848
C -2.760 2.703 0.922
C -4.075 3.089 0.732
C -4.371 4.424 0.502
C -3.349 5.359 0.437
C -2.027 4.975 0.606
C 0.756 4.505 2.829
C 0.920 4.511 4.202
C 1.420 5.658 4.808
C 1.736 6.771 4.045
C 1.550 6.761 2.670
C 1.060 5.622 2.056
H 2.319 1.913 0.028
H 2.239 3.690 -0.026
H 2.997 3.786 2.378
H 4.172 3.177 1.241
H 3.823 2.020 3.617
H 4.271 1.087 2.207
H 1.650 1.240 5.939
H -0.183 1.866 7.484
H -2.530 1.793 6.724
H -3.063 1.057 4.437
H -1.277 0.353 2.916
H 0.993 -1.813 5.042
H 2.091 -3.367 6.618
H 4.542 -3.584 6.624
H 5.909 -2.260 5.045
H 4.824 -0.744 3.443
H -2.529 1.660 1.147
H -4.865 2.354 0.778
H -5.396 4.733 0.376
H -3.580 6.401 0.272
H -1.248 5.719 0.542
H 0.671 3.641 4.794
H 1.569 5.675 5.878
H 2.128 7.655 4.523
H 1.794 7.632 2.080
H 0.935 5.597 0.978
Cl -0.652 1.364 -1.289
C -2.025 0.305 -1.326
C -3.089 0.624 -2.143
C -4.169 -0.250 -2.190
C -4.160 -1.421 -1.453
C -3.091 -1.722 -0.614
Cl -3.065 -3.168 0.309
C -2.011 -0.830 -0.522
S -0.730 -1.160 0.645
H -3.069 1.526 -2.735
H -5.015 -0.018 -2.820
H -4.988 -2.112 -1.531
C 3.059 -2.308 -0.139
C 2.973 -1.251 -1.174
N 2.126 -0.215 -1.130
C 2.317 0.497 -2.299
C 3.283 -0.112 -3.028
N 3.698 -1.200 -2.305
C 4.763 -2.102 -2.736
N 4.303 -3.053 -3.691
N 3.524 -4.085 -3.282
N 3.304 -4.860 -4.243
C 3.922 -4.408 -5.371
C 3.956 -4.901 -6.675
C 4.702 -4.189 -7.591
C 5.396 -3.023 -7.234
C 5.362 -2.513 -5.952
C 4.598 -3.210 -5.024
H 2.156 -2.298 0.481
H 3.927 -2.174 0.512
H 3.143 -3.295 -0.597
H 1.758 1.380 -2.547
H 3.701 0.149 -3.980
H 5.154 -2.627 -1.860
H 5.562 -1.504 -3.179
H 3.407 -5.794 -6.934
H 4.754 -4.532 -8.613
H 5.984 -2.517 -7.985
H 5.934 -1.633 -5.698